Entry 1:
ORCA calculation (the ωB97M-V functional and the def2-TZVPD basis) on C47H37HgN4Sb as an isolated structure.

```
! RIJCOSX wB97M-V def2-TZVPD def2/J DEFGRID3
* xyz -1 2
Hg 12.06871 12.56392 8.11548
C 17.61195 18.11051 7.89744
C 17.02807 17.71570 9.13757
C 16.03946 16.69250 9.16246
C 15.63756 16.08807 7.98383
C 16.21009 16.44908 6.79394
C 17.19776 17.45932 6.72071
C 14.60646 14.97282 8.03830
C 15.12136 13.69046 8.14608
C 16.42807 13.34815 8.42550
C 16.38090 11.90702 8.63587
C 15.06357 11.47692 8.43658
C 14.59527 10.18232 8.42863
C 15.61271 9.21244 8.99790
C 16.06398 9.39104 10.28387
C 16.99414 8.54978 10.83068
C 17.47395 7.44363 10.04571
C 17.04749 7.29932 8.73738
C 16.06401 8.15510 8.28220
C 13.26952 9.71248 8.23725
N 12.24205 10.48536 7.81365
C 11.09690 9.65739 7.74879
C 9.86522 10.01894 7.45356
C 8.80799 8.93054 7.28250
C 8.74442 8.06856 6.25207
C 7.84265 6.93868 6.06297
C 6.85837 6.80808 7.04350
C 6.91347 7.73709 8.17176
C 7.78878 8.75718 8.26036
C 9.32054 11.34112 7.07624
C 8.12002 11.65451 6.57290
C 8.17516 13.06279 6.25245
C 9.35246 13.53176 6.78120
N 10.05352 12.43210 7.31068
C 9.86107 14.91891 6.89815
C 11.12256 15.36189 7.18519
C 11.51640 16.75174 7.33576
C 12.84615 16.78436 7.54293
C 13.28350 15.37943 7.70196
N 12.17883 14.57821 7.49335
C 8.86511 15.86436 6.38901
C 7.75649 16.17676 7.10506
C 6.86534 17.12264 6.60978
C 7.20157 17.90253 5.49301
C 8.37146 17.62434 4.78950
C 9.10346 16.46609 5.15268
C 11.43073 8.30005 8.17363
C 12.76350 8.43776 8.55578
N 14.22428 12.58534 8.05241
H 18.38973 18.90598 7.82981
H 17.41289 18.11376 10.05846
H 15.59329 16.41719 10.13580
H 15.87932 16.05160 5.85818
H 17.64294 17.73456 5.80761
H 17.25116 13.99228 8.60340
H 17.25190 11.34332 8.79740
H 15.72396 10.26733 10.83255
H 17.47073 8.69043 11.82051
H 18.18346 6.86174 10.53541
H 17.39526 6.46910 8.09633
H 15.74451 8.09274 7.22413
H 9.42025 8.15099 5.39737
H 7.94306 6.38954 5.06603
H 6.07145 6.08197 6.97741
H 6.13845 7.63854 8.94634
H 7.84823 9.40620 9.11867
H 7.42641 10.91179 6.22408
H 7.62564 13.82944 5.69735
H 10.95546 17.73898 7.32860
H 13.40387 17.50256 7.96294
H 7.61881 15.71810 8.09261
H 5.91185 17.33364 7.12555
H 6.68428 18.78151 5.21010
H 8.59061 18.17487 3.87922
H 9.98120 16.11876 4.63893
H 10.67657 7.55235 8.44843
H 13.23520 7.66301 9.08106
C 11.19818 13.81628 12.39554
Sb 12.15591 12.33268 11.22260
C 12.90081 11.17154 12.90278
C 13.95765 13.55672 11.32469
H 11.54122 13.90270 13.43653
H 10.09724 13.60055 12.46131
H 11.33104 14.71932 11.87442
H 12.41014 11.48581 13.79127
H 13.97354 11.33348 12.98944
H 12.71276 10.14784 12.69514
H 13.71977 14.62241 11.32525
H 14.77707 13.36856 10.67468
H 14.33884 13.46125 12.38968
*
```

As for the HOMO energy (spin up / spin down): -2.624 / -3.692 eV. The total energy comes out at -2425.7730 Eh.

Entry 2:
ORCA calculation (the ωB97M-V functional and the def2-TZVPD basis) on C47H38BrCl3N2O5SiTi as an isolated structure.

```
! RIJCOSX wB97M-V def2-TZVPD def2/J DEFGRID3
* xyz 0 1
Ti 1.27859 1.18107 -0.28597
Br 2.28824 1.84303 6.79718
C 2.48755 2.00466 4.92098
C 3.63376 1.64578 4.24521
C 3.71392 1.74423 2.86586
C 2.57396 2.07605 2.10603
O 2.62914 2.12023 0.77811
C 1.42251 2.41970 2.81592
C 0.29926 2.88787 2.04578
N 0.01671 2.52156 0.85845
C -0.87450 3.34764 0.10713
C -2.00478 3.89321 0.65395
C -2.89753 4.68910 -0.10410
C -2.58699 4.94833 -1.41341
C -1.37873 4.46844 -1.97950
C -0.96513 4.77009 -3.29332
C 0.26872 4.34156 -3.69596
C 1.05155 3.49916 -2.87600
N 0.66398 3.15198 -1.67357
C -0.54174 3.65135 -1.22344
C 1.43276 2.47844 4.20179
H 4.44285 1.23650 4.82642
H 4.65229 1.55663 2.33943
H -0.35573 3.59799 2.51540
H -2.23520 3.67401 1.72705
H -3.72957 5.09771 0.42451
H -3.19220 5.59562 -2.04778
H -1.56394 5.46199 -3.90077
H 0.66796 4.56060 -4.69587
H 2.04797 3.17373 -3.16132
H 0.51041 2.72973 4.70731
C -0.80537 -5.01255 -1.18139
C -1.13855 -3.90355 -0.19499
C -2.22337 -4.42168 0.79740
O -1.59345 -2.71338 -0.83462
C -0.36224 -2.01532 -1.18007
C 0.55385 -2.29980 0.04357
O 0.02287 -3.53572 0.50594
C 0.93450 -1.45196 1.28269
O 1.46643 -0.22010 0.87011
C -0.16809 -1.06455 2.28029
C 0.21160 -0.48168 3.47296
C -0.73455 -0.07818 4.35284
C -2.08007 -0.20905 4.06827
C -2.50180 -0.75628 2.86599
C -1.51842 -1.22259 1.96683
C 2.10013 -2.25404 1.99699
C 3.40793 -2.09946 1.59056
C 4.46467 -2.80446 2.20921
C 4.18612 -3.72398 3.18169
C 2.85939 -3.95406 3.51777
C 1.82281 -3.26206 2.91467
C -0.72050 -0.62178 -1.83601
O 0.08225 0.37072 -1.28894
C -0.36064 -0.68442 -3.38291
C 0.26515 0.39218 -3.96175
C 0.56506 0.39515 -5.32747
C 0.16356 -0.65363 -6.11709
C -0.43088 -1.76211 -5.54643
C -0.69801 -1.80130 -4.16180
C -2.15587 -0.16194 -1.60120
C -2.44921 0.63540 -0.49812
C -3.76316 1.08349 -0.29351
C -4.72095 0.83635 -1.26853
C -4.40294 0.11399 -2.39465
C -3.12164 -0.31813 -2.60775
H -1.67807 -5.37707 -1.73374
H -0.43072 -5.84673 -0.61319
H -0.01543 -4.73257 -1.88193
H -3.27306 -4.40587 0.40362
H -2.22780 -3.87060 1.77368
H -2.07553 -5.46425 1.09079
H 0.12455 -2.62225 -1.99412
H 1.54799 -2.45326 -0.39898
H 1.24655 -0.38089 3.70552
H -0.44106 0.29164 5.30815
H -2.79955 0.16326 4.77840
H -3.53101 -0.85423 2.65237
H -1.78421 -1.61997 1.00754
H 3.61282 -1.37456 0.81607
H 5.47047 -2.58799 1.91155
H 5.01123 -4.22842 3.70839
H 2.55515 -4.76205 4.23038
H 0.79782 -3.40163 3.18672
H 0.54223 1.23143 -3.28192
H 0.97808 1.26201 -5.77223
H 0.33317 -0.60367 -7.20032
H -0.79033 -2.57830 -6.15709
H -1.19697 -2.66506 -3.77224
H -1.65489 0.80689 0.19213
H -3.99506 1.68048 0.57741
H -5.77211 1.03383 -1.08735
H -5.19110 -0.17170 -3.14818
H -2.90615 -0.90488 -3.48749
Cl 3.61511 0.00606 -3.48302
Si 3.53582 0.87092 -1.57160
Cl 5.11671 0.06256 -0.51390
Cl 4.36268 2.78938 -2.07148
*
```

As for the HOMO energy: -8.434 eV. Its energy relative to the best compared isomer or geometry (same formula, charge and spin) is 0.0 kJ/mol. The total energy comes out at -7393.3653 Eh.

Entry 3:
ORCA calculation (the ωB97M-V functional and the def2-TZVPD basis) on C47H39AlBrN3O5P2 as an isolated structure.

```
! RIJCOSX wB97M-V def2-TZVPD def2/J DEFGRID3
* xyz 0 1
Al -1.57792 2.08826 0.20607
C -2.30751 -1.11753 -4.48825
O -2.16047 -0.70162 -3.10760
C -3.23067 -0.68597 -2.26752
C -4.15367 -1.72480 -2.23226
C -5.40254 -1.51031 -1.58420
C -5.52032 -0.51130 -0.64871
C -4.45261 0.39888 -0.40360
C -4.41914 1.15756 0.77612
N -3.34406 1.78128 1.22925
N -3.18026 1.96726 2.56635
C -1.89716 1.99051 2.81312
O -0.89796 1.85515 1.88768
C -1.48013 1.98111 4.22102
C -0.12824 2.05396 4.54333
C 0.34003 1.82384 5.83745
C -0.55569 1.55232 6.83577
C -1.94381 1.56649 6.56273
C -2.44569 1.81515 5.28973
C -3.26640 0.25668 -1.20864
O -2.27992 1.10897 -1.06801
H -1.46052 -0.57760 -4.99818
H -3.31270 -0.78612 -4.84306
H -2.13034 -2.22134 -4.49423
H -3.97000 -2.66482 -2.76292
H -6.16840 -2.29621 -1.63675
H -6.44666 -0.51807 -0.02658
H -5.31016 1.18526 1.37223
H 0.61168 2.20628 3.68816
H 1.43949 1.89728 6.06430
H -0.34596 1.15816 7.83509
H -2.68617 1.45670 7.35656
H -3.48493 1.72056 4.99713
C 2.37011 -2.60227 -1.68497
N 1.31128 -1.84765 -1.05718
P 1.36155 -0.11804 -0.76682
C 2.89990 0.20566 0.16698
C 4.14947 0.04838 -0.43416
C 5.26528 0.10566 0.37331
C 5.16425 0.42408 1.72797
C 3.87968 0.54540 2.29421
C 2.76435 0.34386 1.56323
C 1.81315 0.54896 -2.38416
C 1.19138 -0.09559 -3.49350
C 1.63315 0.19687 -4.77075
C 2.56336 1.21822 -4.97344
C 2.97729 2.02060 -3.92646
C 2.66317 1.64015 -2.59645
P -0.05145 -2.60730 -0.09537
C 0.57246 -3.34941 1.45643
C 1.87162 -3.15000 1.99199
C 2.13463 -3.57594 3.27322
C 1.17912 -4.34148 3.95081
C -0.13246 -4.45643 3.43578
C -0.42519 -3.94915 2.19170
C -0.27009 -4.24317 -0.98587
C -1.01050 -4.14097 -2.17652
C -1.28466 -5.30126 -2.91072
C -0.83387 -6.55034 -2.48749
C -0.00894 -6.66206 -1.34993
C 0.24115 -5.49955 -0.60733
H 3.07744 -1.97938 -2.29997
H 1.89929 -3.20245 -2.48575
H 2.93277 -3.19138 -0.93236
H 4.13250 -0.12869 -1.45032
H 6.24389 -0.09354 -0.09294
H 6.04633 0.47131 2.38073
H 3.67619 0.90681 3.30210
H 1.75650 0.37838 1.98148
H 0.32224 -0.63540 -3.33954
H 1.19335 -0.36618 -5.61481
H 2.79540 1.57218 -5.99535
H 3.52651 2.94421 -4.10135
H 2.85499 2.30112 -1.80819
H 2.60589 -2.57400 1.36957
H 3.08672 -3.17163 3.73769
H 1.45987 -4.91145 4.83417
H -0.91851 -4.93296 4.02990
H -1.41727 -4.00492 1.70088
H -1.44137 -3.13418 -2.39301
H -2.00455 -5.15539 -3.71244
H -1.17858 -7.47204 -2.97640
H 0.33002 -7.62718 -0.88676
H 0.89960 -5.57384 0.24371
Br 1.22342 9.78774 -0.27772
C 0.70645 7.99604 -0.70888
C -0.66714 7.71682 -0.95424
C -1.03056 6.34393 -0.94279
C -0.07635 5.28887 -0.81587
C 1.29783 5.62070 -0.76551
C 1.62061 6.94098 -0.52293
C -0.68180 3.94446 -0.54996
O -0.01344 2.82749 -0.59354
O -1.90565 3.84539 -0.24506
H -1.34702 8.55974 -1.16447
H -2.12272 6.16132 -1.11935
H 2.06130 4.80695 -0.78985
H 2.63547 7.22704 -0.07701
*
```

As for the HOMO energy: -7.712 eV. Its energy relative to the best compared isomer or geometry (same formula, charge and spin) is 18.4 kJ/mol. The total energy comes out at -5854.1492 Eh.

Entry 4:
ORCA calculation (the ωB97M-V functional and the def2-TZVPD basis) on C47H39BF9IN10O2PSSe2SnTe2 as an isolated structure.

```
! RIJCOSX wB97M-V def2-TZVPD def2/J DEFGRID3
* xyz -2 2
Sn -0.01829 -0.83606 -0.74290
C 2.17800 -3.49802 0.12107
C 0.72278 -3.67592 0.48941
C 0.08568 -4.88533 0.93378
C -1.21098 -4.46955 1.22240
N -1.42012 -3.20975 0.85490
N -0.18192 -2.67787 0.50550
B -2.73720 -2.68620 0.20650
N -2.56331 -2.79536 -1.30814
C -2.95006 -3.70385 -2.21205
C -2.41587 -3.38184 -3.48301
C -1.66628 -2.23933 -3.24587
C -1.09511 -1.35062 -4.31394
N -1.77327 -1.83535 -1.97848
N -2.77237 -1.16804 0.76236
C -3.85153 -0.41783 0.85200
C -3.52192 0.93418 0.62403
C -2.15280 0.96033 0.39912
C -1.22991 2.03513 -0.13897
N -1.69935 -0.33740 0.49966
N -4.02698 -3.45744 0.69290
C -4.31974 -3.53878 2.09021
C -5.46272 -4.26557 2.26056
C -5.93496 -4.42264 0.91534
C -7.15262 -5.11139 0.39903
N -5.02250 -4.03027 0.02816
H 2.77813 -4.32377 0.49555
H 2.39590 -3.33338 -0.96045
H 2.60160 -2.61264 0.64646
H 0.54483 -5.82504 1.13471
H -2.03684 -5.03828 1.58072
H -3.60513 -4.52185 -1.97234
H -2.54994 -3.90234 -4.40180
H -1.90022 -1.00928 -5.00793
H -0.63753 -0.46210 -3.77481
H -0.36639 -1.82631 -4.96300
H -4.84674 -0.87800 1.12750
H -4.28618 1.73643 0.61859
H -1.45274 3.06484 0.22690
H -0.17502 1.85760 0.18465
H -1.15154 2.00105 -1.23756
H -3.67315 -3.12178 2.83593
H -5.95121 -4.71504 3.10175
H -7.40764 -5.85664 1.21547
H -8.10854 -4.52317 0.16046
H -6.85589 -5.73859 -0.49747
O 3.63942 0.84897 -2.96563
C 3.02881 1.59393 -3.71738
O 2.88009 1.45817 -4.97637
C 2.51732 2.98007 -3.21862
C 3.21359 3.61814 -2.19801
C 2.83851 4.86910 -1.80568
C 1.71692 5.47418 -2.39295
C 0.94404 4.82493 -3.30745
C 1.31248 3.48809 -3.75959
S 0.23280 2.69078 -4.84677
H 3.98851 3.03396 -1.70430
H 3.36933 5.35129 -0.98413
H 1.50706 6.52745 -2.11625
H 0.10272 5.31472 -3.83102
Se 2.76972 -1.27347 -7.53279
Te 3.91838 -0.49729 -5.59914
Te 4.61729 -3.19060 -4.47243
Se 2.33873 -4.01606 -4.19471
F 8.14416 1.64114 -0.49044
C 7.93919 1.31210 0.86625
F 8.54757 0.11189 1.12712
F 8.54407 2.25649 1.61460
C 6.47144 1.25431 1.08598
C 5.67523 0.91112 -0.01370
C 4.30034 0.74347 0.14426
C 3.68123 0.97182 1.35586
C 4.45970 1.35218 2.47616
C 5.82148 1.57818 2.33035
P 1.85986 1.01534 1.38655
C 1.43244 2.55369 2.15953
C 1.12046 2.67276 3.50384
C 0.78559 3.91865 4.02189
C 0.88341 5.11989 3.30610
C 1.17387 5.01178 1.92321
C 1.55809 3.77733 1.40146
C 0.67100 6.51772 3.92730
F 1.16170 7.45230 3.04509
F -0.67922 6.74825 4.11857
F 1.32146 6.65080 5.14651
C 1.61819 -0.18536 2.73769
C 0.32626 -0.31636 3.22349
C -0.09289 -1.43753 3.91925
C 0.80818 -2.47556 4.19619
C 2.16122 -2.21711 3.94628
C 2.56401 -1.10432 3.16641
C 0.38184 -3.65229 5.02119
F -0.90150 -4.10097 4.63975
F 0.31018 -3.32709 6.33379
F 1.26887 -4.70540 4.78047
H 6.06649 0.73321 -0.98163
H 3.73947 0.65520 -0.84202
H 4.00420 1.35703 3.44985
H 6.41948 2.02158 3.12018
H 1.16645 1.86167 4.23664
H 0.49550 3.97562 5.08264
H 1.01802 5.84990 1.25995
H 1.89091 3.67065 0.39014
H -0.47080 0.40742 2.93676
H -1.12379 -1.38613 4.22898
H 2.93506 -2.94222 4.30794
H 3.64331 -1.04324 2.99389
I -6.76474 2.37295 -7.06178
C -5.75186 1.79426 -5.30192
C -5.90038 2.43043 -4.04454
N -5.16914 1.74226 -3.16346
N -4.47870 0.71813 -3.70195
C -4.86840 0.68933 -5.00767
H -6.51736 3.30085 -3.83926
H -5.13881 1.86212 -2.14194
H -4.57046 -0.12357 -5.64544
*
```

As for the HOMO energy (spin up / spin down): -0.275 / -0.262 eV. The total energy comes out at -10026.6604 Eh.